Model 1:
Density functional theory data (ωB97M-V/def2-TZVPD) for 12 unconnected molecules or ions with the total composition C6H32O13.

Output
- SMILES = C/C=C/CCC(=O)O.O.O.O.O.O.O.O.O.O.O.O
- Kohn-Sham gap (eV) = 9.272

Each atom is followed by the atoms it is bonded to, with distances in Å.
Cartesian coordinates (Å):
1 C 0.786 -2.853 -0.938  C2 1.432, H9 1.091, H10 1.125, H11 1.148
2 C 0.112 -1.596 -0.815  C1 1.432, C3 1.359, H12 1.080
3 C 0.224 -0.989 0.396  C2 1.359, C4 1.607, H13 1.023
4 C -0.602 0.390 0.410  C3 1.607, C5 1.448, H14 1.212, H15 1.062
5 C -2.046 0.413 0.508  C4 1.448, C6 1.482, H16 1.045, H17 1.210
6 C -2.595 1.747 0.171  C5 1.482, O7 1.241, O8 1.335
7 O -3.149 1.778 -0.939  C6 1.241
8 O -2.685 2.752 1.046  C6 1.335, H18 1.001
9 H 1.758 -2.753 -0.453  C1 1.091
10 H 0.682 -3.181 -2.010  C1 1.125
11 H 0.192 -3.615 -0.317  C1 1.148
12 H -0.394 -1.149 -1.658  C2 1.080
13 H 0.737 -1.316 1.220  C3 1.023
14 H 0.000 1.028 1.247  C4 1.212
15 H -0.395 0.828 -0.535  C4 1.062
16 H -2.548 -0.359 0.012  C5 1.045
17 H -2.534 0.056 1.556  C5 1.210
18 H -3.150 3.514 0.592  O8 1.001
19 O -1.877 -0.443 -2.414  H20 0.972, H21 0.914
20 H -2.520 -1.164 -2.515  O19 0.972
21 H -2.338 0.313 -2.186  O19 0.914
22 O 2.896 -1.290 1.450  H23 0.944, H24 0.983
23 H 3.456 -2.033 1.607  O22 0.944
24 H 3.465 -0.499 1.580  O22 0.983
25 O 0.686 -0.176 -4.301  H26 0.934, H27 0.991
26 H 0.318 -0.912 -3.861  O25 0.934
27 H 0.776 0.448 -3.537  O25 0.991
28 O 1.288 -1.787 4.256  H29 1.084, H30 0.998
29 H 2.088 -1.590 3.551  O28 1.084
30 H 0.664 -1.053 3.995  O28 0.998
31 O 2.797 1.157 -4.090  H32 0.840, H33 0.899
32 H 2.619 0.371 -4.329  O31 0.840
33 H 2.500 1.561 -3.344  O31 0.899
34 O 1.714 1.199 -1.633  H35 0.993, H36 0.865
35 H 1.164 1.729 -0.998  O34 0.993
36 H 1.938 0.454 -1.256  O34 0.865
37 O 0.138 1.574 3.584  H38 0.998, H39 0.870
38 H 0.544 2.462 3.378  O37 0.998
39 H -0.380 1.695 4.273  O37 0.870
40 O -1.809 -1.114 3.643  H41 0.941, H42 0.934
41 H -1.351 -0.816 4.409  O40 0.941
42 H -1.498 -1.958 3.391  O40 0.934
43 O -1.803 4.118 -2.254  H44 0.990, H45 0.909
44 H -2.314 3.443 -1.742  O43 0.990
45 H -1.010 3.713 -2.440  O43 0.909
46 O -2.467 -2.868 0.300  H47 0.904, H48 1.042
47 H -2.646 -3.466 -0.355  O46 0.904
48 H -1.799 -2.114 0.034  O46 1.042
49 O 3.333 1.357 1.072  H50 0.942, H51 0.903
50 H 2.825 1.440 0.282  O49 0.942
51 H 4.207 1.554 0.955  O49 0.903

***

Model 2:
Density functional theory data (ωB97M-V/def2-TZVPD) for 14 unconnected molecules or ions with the total composition C6H32O13.

Output
- Kohn-Sham gap (eV) = 9.277

Each atom is followed by the atoms it is bonded to, with distances in Å.
Cartesian coordinates (Å):
1 C 1.001 0.440 -0.429  C2 1.422, C6 1.453, H7 1.114
2 C 0.504 -0.583 -1.282  C1 1.422, C3 1.469, H8 1.033
3 C 1.394 -0.979 -2.383  C2 1.469, C4 1.344, H9 1.133
4 C 2.513 -0.305 -2.700  C3 1.344, C5 1.499, H10 1.133
5 C 3.000 0.776 -1.783  C4 1.499, C6 1.368, H11 1.054
6 C 2.296 1.063 -0.646  C1 1.453, C5 1.368, H12 1.094
7 H 0.509 0.794 0.506  C1 1.114
8 H -0.426 -1.022 -1.194  C2 1.033
9 H 0.899 -1.797 -2.990  C3 1.133
10 H 3.119 -0.471 -3.642  C4 1.133
11 H 3.987 1.119 -1.920  C5 1.054
12 H 2.628 1.875 0.008  C6 1.094
13 H 1.214 3.181 1.946  O15 0.942
14 H 2.577 3.194 2.466  O15 0.953
15 O 1.983 2.637 1.972  H13 0.942, H14 0.953
16 H 3.576 -2.944 0.606  O18 0.897
17 H 3.130 -1.910 1.351  O18 0.924
18 O 2.843 -2.746 1.085  H16 0.897, H17 0.924
19 H -1.230 2.881 -0.050  O21 0.960
20 H -2.279 2.897 -1.102  O21 0.970
21 O -1.529 3.424 -0.783  H19 0.960, H20 0.970
22 H 1.526 -3.397 0.052  O24 0.920
23 H 0.905 -4.863 -0.140  O24 1.088
24 O 0.712 -3.792 -0.119  H22 0.920, H23 1.088
25 H -0.424 4.608 0.792  O27 0.993
26 H -0.818 3.635 2.007  O27 0.983
27 O -0.110 4.216 1.649  H25 0.993, H26 0.983
28 H -1.053 -3.390 -1.273  O30 0.975
29 H -1.349 -2.506 0.036  O30 1.023
30 O -1.749 -2.867 -0.833  H28 0.975, H29 1.023
31 H -3.787 -1.631 -2.394  O33 0.960
32 H -2.489 -1.695 -1.663  O33 1.063
33 O -3.065 -1.017 -2.243  H31 0.960, H32 1.063
34 H -2.706 0.832 -2.679  O36 0.922
35 H -2.065 2.150 -2.892  O36 0.975
36 O -2.858 1.726 -2.517  H34 0.922, H35 0.975
37 H -0.975 -1.505 2.460  O39 0.984
38 H -2.086 -1.399 3.517  O39 0.934
39 O -1.949 -1.465 2.595  H37 0.984, H38 0.934
40 H -1.913 0.174 1.867  O42 0.946
41 H -2.454 1.201 0.990  O42 0.972
42 O -1.663 1.019 1.525  H40 0.946, H41 0.972
43 H -4.304 1.239 -0.930  O45 0.982
44 H -3.264 0.219 -0.962  O45 0.971
45 O -3.656 0.830 -0.317  H43 0.982, H44 0.971
46 H 1.278 -1.248 2.038  O48 1.001
47 H 0.713 -2.634 1.690  O48 0.998
48 O 0.635 -1.930 2.393  H46 1.001, H47 0.998
49 H 2.678 0.570 1.493  O51 0.975
50 H 2.459 0.339 2.970  O51 0.991
51 O 2.677 -0.158 2.141  H49 0.975, H50 0.991

***

Stability summary - winner: model 2; margin: 101.6 kcal/mol.